# 1
{
  "formula": "C28H42MnN6O2SSe3",
  "method": "wB97M-V/def2-TZVPD",
  "elements": ["Mn", "C", "C", "N", "N", "C", "N", "S", "C", "C", "C", "C", "C", "N", "H", "H", "H", "H", "H", "H", "H", "H", "H", "H", "O", "C", "C", "C", "O", "C", "Se", "C", "Se", "H", "H", "H", "H", "H", "H", "H", "H", "H", "H", "C", "C", "C", "C", "N", "C", "Se", "N", "C", "C", "C", "C", "C", "C", "C", "C", "C", "C", "H", "H", "H", "H", "H", "H", "H", "H", "H", "H", "H", "H", "H", "H", "H", "H", "H", "H", "H", "H", "H", "H"],
  "xyz": [[3.152, -0.709, 0.295], [1.678, -1.318, 4.255], [2.159, -0.767, 2.955], [2.450, -1.510, 1.874], [2.190, -2.867, 1.882], [2.759, -3.595, 0.932], [2.450, -4.906, 0.864], [3.868, -2.888, -0.144], [2.349, 0.613, 2.705], [2.030, 1.642, 3.615], [2.240, 2.946, 3.258], [2.768, 3.240, 1.988], [3.056, 2.202, 1.139], [2.864, 0.911, 1.464], [2.050, -2.329, 4.422], [0.586, -1.336, 4.300], [2.040, -0.710, 5.083], [1.386, -3.199, 2.398], [1.694, -5.296, 1.400], [2.749, -5.407, 0.046], [1.600, 1.393, 4.575], [1.988, 3.745, 3.945], [2.952, 4.257, 1.674], [3.459, 2.370, 0.147], [2.912, -2.292, -5.052], [2.494, -0.934, -4.945], [2.545, -0.491, -3.476], [2.130, 0.982, -3.443], [3.095, 1.845, -4.023], [1.531, -1.344, -2.707], [1.102, -0.937, -0.830], [3.986, -0.696, -2.978], [4.453, 0.377, -1.406], [3.056, -2.495, -5.978], [1.468, -0.823, -5.319], [3.147, -0.275, -5.525], [1.927, 1.269, -2.408], [1.205, 1.109, -4.012], [3.807, 1.928, -3.371], [1.836, -2.387, -2.755], [0.553, -1.259, -3.191], [4.682, -0.399, -3.762], [4.162, -1.749, -2.768], [-1.808, 3.164, 3.568], [-2.351, 3.293, 2.150], [-1.252, 3.391, 1.093], [-0.518, 2.078, 0.839], [-1.374, 1.089, 0.198], [-1.803, -0.077, 0.744], [-1.573, -0.622, 2.483], [-2.433, -0.776, -0.239], [-3.032, -2.097, -0.119], [-4.557, -2.044, -0.196], [-5.215, -1.372, 1.009], [-5.189, -2.234, 2.265], [-2.349, -0.076, -1.434], [-2.759, -0.392, -2.719], [-2.473, 0.531, -3.716], [-1.796, 1.719, -3.435], [-1.379, 2.026, -2.149], [-1.676, 1.110, -1.154], [-2.620, 3.120, 4.295], [-1.176, 4.020, 3.819], [-1.218, 2.254, 3.683], [-2.986, 4.179, 2.082], [-2.993, 2.435, 1.926], [-0.509, 4.135, 1.400], [-1.676, 3.746, 0.150], [-0.158, 1.632, 1.766], [0.343, 2.223, 0.183], [-2.690, -2.512, 0.828], [-2.622, -2.712, -0.923], [-4.927, -3.070, -0.290], [-4.844, -1.525, -1.114], [-6.251, -1.133, 0.753], [-4.719, -0.417, 1.208], [-5.700, -3.185, 2.094], [-5.688, -1.731, 3.094], [-4.168, -2.439, 2.583], [-3.274, -1.316, -2.942], [-2.779, 0.323, -4.733], [-1.582, 2.410, -4.239], [-0.833, 2.937, -1.939]],
  "lowdin_charge": [-0.124, -0.035, -0.259, -0.098, 0.022, -0.786, 0.118, 0.741, -0.213, -0.014, -0.060, -0.049, -0.140, 0.011, 0.081, 0.036, 0.082, 0.160, 0.110, 0.101, 0.113, 0.111, 0.108, 0.063, -0.053, -0.217, -0.567, -0.277, -0.084, -0.473, 0.741, -0.499, 0.667, 0.085, 0.124, 0.128, 0.067, 0.121, 0.023, 0.057, 0.058, 0.065, 0.038, -0.115, -0.253, -0.174, -0.166, -0.034, -0.723, 0.672, -0.026, -0.155, -0.184, -0.258, -0.117, -0.170, -0.007, -0.084, -0.086, -0.004, -0.184, 0.072, 0.070, 0.026, 0.105, 0.096, 0.113, 0.103, 0.064, 0.114, 0.070, 0.128, 0.116, 0.101, 0.105, 0.095, 0.072, 0.072, 0.032, 0.111, 0.102, 0.106, 0.115],
  "gap_ev": [6.05, 6.00],
  "spin_multiplicity": 2,
  "s_squared": 1.02,
  "lumo_ha": [-0.022, -0.027],
  "de_lowest_kcal_mol": 0.9
}

***

# 2
{
  "formula": "C36H31N2O18P",
  "method": "wB97M-V/def2-TZVPD",
  "elements": ["C", "N", "C", "C", "C", "P", "C", "C", "C", "C", "C", "C", "C", "O", "N", "C", "O", "H", "H", "H", "H", "H", "H", "H", "H", "H", "H", "H", "H", "H", "H", "H", "O", "C", "C", "C", "O", "C", "O", "C", "C", "O", "H", "H", "H", "H", "O", "C", "C", "C", "O", "C", "O", "C", "C", "O", "H", "H", "H", "H", "O", "C", "C", "C", "O", "C", "O", "C", "C", "O", "H", "H", "H", "H", "O", "C", "C", "C", "O", "C", "O", "C", "C", "O", "H", "H", "H", "H"],
  "xyz": [[4.459, -2.328, -2.735], [3.124, -2.011, -3.213], [2.067, -2.514, -2.345], [0.749, -1.771, -2.473], [0.599, -0.372, -2.467], [1.950, 0.877, -2.279], [3.011, 1.013, -3.779], [2.940, 0.447, -0.790], [-0.660, 0.175, -2.576], [-1.777, -0.614, -2.682], [-1.660, -1.964, -2.673], [-0.391, -2.523, -2.575], [-0.601, -4.033, -2.581], [0.164, -4.946, -2.749], [-2.017, -4.243, -2.302], [-2.709, -3.051, -2.766], [-3.843, -2.995, -3.163], [5.232, -1.761, -3.265], [4.576, -2.073, -1.679], [4.708, -3.396, -2.850], [3.042, -2.370, -4.154], [1.859, -3.552, -2.634], [2.414, -2.565, -1.312], [3.858, 0.329, -3.819], [2.415, 0.955, -4.692], [3.423, 2.029, -3.761], [3.286, -0.591, -0.823], [2.258, 0.512, 0.056], [3.768, 1.126, -0.608], [-0.755, 1.253, -2.548], [-2.752, -0.144, -2.758], [-2.065, -4.120, -1.286], [2.403, 2.784, 0.584], [2.461, 3.886, 1.091], [2.726, 4.111, 2.504], [2.759, 5.357, 2.986], [2.996, 5.618, 4.275], [2.528, 6.551, 2.108], [2.554, 7.656, 2.619], [2.287, 6.327, 0.693], [2.255, 5.079, 0.207], [2.036, 4.819, -1.080], [2.890, 3.242, 3.128], [2.969, 6.591, 4.357], [2.137, 7.195, 0.067], [2.052, 3.843, -1.174], [3.541, -4.051, 0.169], [3.514, -5.240, -0.099], [2.365, -6.087, 0.170], [2.403, -7.390, -0.135], [1.377, -8.203, 0.089], [3.618, -8.019, -0.753], [3.599, -9.211, -0.990], [4.762, -7.165, -1.042], [4.720, -5.862, -0.740], [5.741, -5.042, -0.985], [1.497, -5.623, 0.616], [1.662, -9.084, -0.219], [5.626, -7.624, -1.501], [5.457, -4.163, -0.672], [-3.097, 7.424, 6.986], [-2.417, 6.899, 6.126], [-1.147, 6.245, 6.399], [-0.439, 5.700, 5.400], [0.727, 5.092, 5.615], [-0.925, 5.747, 3.979], [-0.234, 5.252, 3.108], [-2.206, 6.380, 3.709], [-2.913, 6.921, 4.710], [-4.089, 7.509, 4.514], [-0.809, 6.221, 7.425], [1.042, 4.783, 4.748], [-2.552, 6.392, 2.685], [-4.383, 7.815, 5.394], [-4.925, -0.575, -0.099], [-6.002, -1.108, -0.304], [-6.204, -2.128, -1.319], [-7.420, -2.661, -1.502], [-7.658, -3.598, -2.415], [-8.601, -2.230, -0.682], [-9.683, -2.737, -0.907], [-8.391, -1.223, 0.351], [-7.176, -0.695, 0.534], [-6.931, 0.226, 1.466], [-5.342, -2.426, -1.904], [-8.608, -3.806, -2.341], [-9.245, -0.933, 0.947], [-5.982, 0.438, 1.385]],
  "lowdin_charge": [-0.129, -0.113, -0.169, -0.114, -0.296, 0.942, -0.296, -0.279, -0.090, -0.005, -0.092, -0.051, -0.335, 0.124, 0.132, -0.333, 0.126, 0.079, 0.064, 0.077, 0.119, 0.109, 0.103, 0.008, 0.038, 0.022, 0.005, 0.029, 0.039, 0.096, 0.129, 0.155, 0.073, -0.291, 0.072, -0.259, 0.093, -0.324, 0.110, 0.077, -0.228, 0.107, 0.141, 0.129, 0.137, 0.090, 0.086, -0.310, 0.075, -0.233, 0.121, -0.312, 0.115, 0.079, -0.234, 0.102, 0.137, 0.122, 0.137, 0.104, 0.111, -0.316, 0.077, -0.220, 0.109, -0.297, 0.115, 0.078, -0.236, 0.117, 0.137, 0.088, 0.137, 0.121, 0.098, -0.311, 0.080, -0.228, 0.122, -0.315, 0.110, 0.074, -0.238, 0.110, 0.096, 0.120, 0.135, 0.118],
  "smiles": "CNCc1c(P(C)C)ccc2c1C(=O)NC2=O.O=C1C=C(O)C(=O)C=C1O.O=C1C=C(O)C(=O)C=C1O.O=C1C=C(O)C(=O)C=C1O.O=C1C=C(O)C(=O)C=C1O",
  "gap_ev": 6.23,
  "lumo_ha": -0.060
}

***

# 3
{
  "formula": "C5H16N",
  "method": "wB97M-V/def2-TZVPD",
  "elements": ["C", "C", "C", "H", "H", "H", "H", "H", "H", "H", "H", "C", "C", "N", "H", "H", "H", "H", "H", "H", "H", "H"],
  "xyz": [[1.655, 0.193, 2.072], [0.472, 0.980, 2.628], [1.910, 0.526, 0.598], [2.543, 0.379, 2.673], [1.449, -0.875, 2.163], [-0.339, 1.189, 1.927], [0.898, 0.508, 0.172], [2.224, 1.547, 0.383], [2.579, -0.144, 0.057], [0.034, 0.444, 3.471], [0.811, 1.941, 2.992], [-1.337, -0.533, -2.324], [-1.677, -1.812, -1.608], [-0.942, 0.558, -1.390], [-0.501, -0.619, -3.023], [-2.092, -0.244, -3.058], [-1.060, -1.988, -0.718], [-1.496, -2.663, -2.259], [-0.466, 1.324, -1.873], [-1.749, 0.929, -0.886], [-0.216, 0.240, -0.724], [-2.701, -1.876, -1.273]],
  "lowdin_charge": [-0.290, -0.114, -0.101, 0.109, 0.103, 0.053, 0.005, 0.086, 0.085, 0.078, 0.075, -0.206, -0.062, 0.180, 0.132, 0.137, 0.089, 0.096, 0.178, 0.179, 0.103, 0.085],
  "total_charge": 1,
  "gap_ev": 11.30,
  "lumo_ha": -0.130,
  "de_lowest_kcal_mol": 10.0
}

***

# 4
{
  "formula": "C2H5N3OS",
  "method": "wB97M-V/def2-TZVPD",
  "elements": ["H", "N", "C", "N", "S", "O", "N", "C", "H", "H", "H", "H"],
  "xyz": [[0.471, 2.709, -0.224], [-0.208, 1.927, -0.198], [0.337, 0.818, -0.058], [1.684, 0.550, 0.128], [2.386, -0.903, -0.327], [-0.348, -0.344, -0.041], [-1.675, -0.158, -0.409], [-2.309, -1.196, -0.039], [2.384, 1.272, 0.049], [2.457, -1.477, 0.889], [-3.360, -1.202, -0.314], [-1.820, -1.996, 0.543]],
  "lowdin_charge": [0.070, 0.144, -0.630, -0.368, 0.774, -0.124, 0.019, 0.004, 0.076, -0.138, 0.076, 0.096],
  "smiles": "[H]/N=C(\\NS)ON=C",
  "gap_ev": 10.13,
  "lumo_ha": 0.026,
  "de_lowest_kcal_mol": 82.7
}

***

# 5
{
  "formula": "C2H3OS3",
  "method": "wB97M-V/def2-TZVPD",
  "elements": ["O", "C", "S", "C", "S", "S", "H", "H", "H"],
  "xyz": [[-0.090, -1.572, 1.179], [0.341, -1.270, 0.053], [1.416, -2.041, -0.917], [-0.084, 0.110, -0.408], [1.195, 1.315, -0.052], [-1.752, 0.599, 0.433], [-0.445, 0.194, -1.454], [1.015, 0.983, 1.336], [-1.596, 1.681, -0.171]],
  "lowdin_charge": [-0.174, -1.247, 0.467, -1.018, 0.610, 0.627, 0.044, -0.052, -0.256],
  "smiles": "[O-]C(=S)C(S)S",
  "total_charge": -1,
  "gap_ev": 6.91,
  "lumo_ha": 0.118,
  "de_lowest_kcal_mol": 5.6
}

***

# 6
{
  "formula": "C29H41CeCl5P2",
  "method": "wB97M-V/def2-TZVPD",
  "elements": ["Ce", "C", "C", "C", "C", "C", "C", "H", "H", "H", "C", "H", "H", "H", "C", "H", "H", "H", "C", "H", "H", "H", "C", "H", "H", "H", "C", "C", "C", "C", "C", "C", "C", "C", "H", "H", "H", "H", "H", "H", "H", "H", "H", "H", "H", "H", "P", "C", "C", "P", "C", "C", "C", "H", "H", "H", "H", "H", "H", "H", "H", "H", "H", "H", "H", "H", "H", "Cl", "C", "C", "C", "Cl", "C", "Cl", "C", "Cl", "C", "Cl"],
  "xyz": [[-0.309, 0.464, 1.049], [-0.793, -2.312, 2.280], [0.516, -2.531, 1.741], [0.715, -1.038, 3.489], [-0.666, -1.389, 3.366], [1.442, -1.732, 2.481], [-2.047, -3.027, 1.923], [-1.921, -3.640, 1.018], [-2.868, -2.308, 1.761], [-2.351, -3.700, 2.746], [-1.758, -1.056, 4.309], [-2.610, -1.733, 4.175], [-2.110, -0.025, 4.184], [-1.421, -1.164, 5.345], [1.326, -0.280, 4.608], [0.884, -0.563, 5.572], [1.197, 0.803, 4.484], [2.397, -0.498, 4.669], [2.924, -1.713, 2.361], [3.394, -2.255, 3.203], [3.298, -0.677, 2.392], [3.252, -2.189, 1.432], [0.896, -3.461, 0.648], [1.764, -4.074, 0.946], [1.191, -2.919, -0.265], [0.080, -4.143, 0.399], [-1.181, 1.228, -3.193], [-1.575, -0.016, -3.532], [-1.105, -0.781, -4.745], [0.401, -0.726, -5.061], [1.262, -0.517, -3.854], [1.704, 0.695, -3.422], [1.168, 2.008, -3.901], [-0.361, 2.079, -4.110], [-1.676, -0.400, -5.619], [0.607, 0.036, -5.830], [-1.390, -1.840, -4.654], [-0.585, 1.796, -5.152], [-1.607, 1.749, -2.332], [-2.485, -0.465, -3.119], [-0.686, 3.129, -3.985], [1.472, 2.824, -3.233], [2.705, 0.749, -2.991], [1.659, 2.235, -4.871], [0.694, -1.693, -5.512], [1.686, -1.440, -3.458], [-1.511, -1.239, -0.605], [-2.926, -0.043, -0.666], [-1.711, -2.586, -1.773], [1.959, -0.087, -0.399], [0.175, -0.204, -1.173], [3.083, -1.187, -1.271], [2.479, 1.663, -0.636], [-2.805, 0.845, -0.011], [-3.833, -0.577, -0.337], [-3.112, 0.334, -1.677], [-1.322, -2.309, -2.766], [-2.772, -2.881, -1.869], [-1.149, -3.464, -1.409], [2.034, 2.134, -1.521], [3.574, 1.679, -0.751], [2.228, 2.291, 0.234], [-0.143, 0.858, -1.307], [0.228, -0.656, -2.157], [3.730, -1.705, -0.544], [3.741, -0.641, -1.964], [2.540, -1.961, -1.827], [-0.996, 1.889, 5.674], [-0.978, 2.973, 4.326], [-0.838, 2.545, 2.995], [-0.910, 3.480, 1.983], [-0.802, 3.028, 0.228], [-1.075, 4.851, 2.228], [-1.134, 5.956, 0.929], [-1.174, 5.298, 3.566], [-1.322, 6.957, 3.894], [-1.133, 4.355, 4.622], [-1.257, 4.912, 6.241]],
  "lowdin_charge": [0.691, -0.319, -0.277, -0.284, -0.294, -0.290, -0.080, 0.058, 0.073, 0.101, -0.058, 0.080, 0.040, 0.082, -0.054, 0.081, 0.047, 0.078, -0.069, 0.101, 0.082, 0.047, -0.047, 0.099, 0.047, 0.068, -0.131, -0.168, -0.172, -0.161, -0.131, -0.159, -0.163, -0.150, 0.135, 0.119, 0.102, 0.116, 0.089, 0.086, 0.129, 0.101, 0.088, 0.137, 0.126, 0.095, 0.933, -0.230, -0.216, 0.903, -0.535, -0.238, -0.236, 0.035, 0.081, 0.028, 0.022, 0.086, 0.050, 0.016, 0.078, 0.047, -0.009, 0.003, 0.051, 0.063, 0.044, 0.730, -0.677, -0.187, -0.625, 0.694, -0.719, 0.699, -0.711, 0.721, -0.692, 0.701],
  "total_charge": 1,
  "gap_ev": [6.25, 6.31],
  "spin_multiplicity": 2,
  "s_squared": 0.75,
  "lumo_ha": [-0.121, -0.120],
  "de_lowest_kcal_mol": 61.2
}

***

Summary of DFT total energy in Ha
-10324.6816 -3195.5688 -254.5864 -716.8089 -1347.8509 -4587.9761
(order as listed above)